Run w
A cluster of 2 separate species, C5H13N2 in total, computed with ωB97M-V/def2-TZVPD.

Structure (XYZ):
```
20
Properties=species:S:1:pos:R:3
C -2.6496 1.2294 0.2559
C 3.3489 0.7449 0.6203
C -3.5663 -0.7818 -0.4687
C 2.5704 -0.2393 -0.2766
C 1.1017 -0.2319 0.0808
N 0.1509 -0.2283 -0.7870
N -2.4106 0.0343 0.0311
H -1.8517 1.8100 0.5795
H -3.6787 1.4297 0.6358
H 4.2791 0.6999 0.1549
H 3.4822 0.5164 1.7748
H 2.9458 1.7140 0.4946
H -4.4582 -0.5071 -0.0664
H -3.3643 -1.8696 -0.3080
H -3.5893 -0.5909 -1.5353
H 3.0279 -1.2830 -0.0171
H 2.9777 -0.2231 -1.3033
H 0.8854 -0.2544 1.1390
H -0.8934 -0.1147 -0.4904
H 0.4650 -0.1973 -1.8337
```

Properties
Kohn-Sham gap   10.3 eV
HOMO   -0.526 Eh
LUMO level   -3.976 eV
Total charge   +1


Run x
The ion C5H13N2 with charge +1, computed with ωB97M-V/def2-TZVPD.

Structure (XYZ):
```
20
Properties=species:S:1:pos:R:3
C 0.2274 2.2578 -2.3358
C 0.4114 1.2296 -1.5111
C 0.1240 1.2823 -0.0020
C -0.3632 -0.1469 0.4618
N -0.6463 -0.2554 1.9053
C 0.5247 -1.3782 0.1251
N -0.1447 -2.4233 0.7650
H -0.2616 3.1833 -1.8932
H 0.5128 2.4813 -3.4806
H 1.1561 0.4371 -1.9044
H 1.0201 1.5018 0.7058
H -0.6450 1.9183 0.1651
H -1.3243 -0.2488 0.0483
H -0.3806 -1.1643 2.2198
H -1.7418 -0.2846 2.0918
H -0.1642 0.3226 2.5673
H 0.6783 -1.5135 -1.1063
H 1.5291 -1.1618 0.4082
H -0.9324 -3.0553 0.2098
H 0.5448 -3.1325 0.8482
```

Properties
Kohn-Sham gap   9.9 eV
SMILES   C=CC[C@H]([NH3+])CN
HOMO   -0.490 Eh
LUMO level   -3.427 eV
Total charge   +1


Which one sits at the top of the stability order? run w does.


Run w
The ion C5H13N2 with charge +1, computed with ωB97M-V/def2-TZVPD.

Structure (XYZ):
```
20
Properties=species:S:1:pos:R:3
C -0.4229 1.5621 1.3112
C 0.2934 0.7256 0.6638
C 1.6745 0.2985 0.5885
C 2.5048 0.9181 -0.5532
N -0.6479 -0.1724 -0.5654
C -1.4783 -1.2418 0.0772
N -2.6807 -1.2304 -0.6017
H -1.3613 1.7547 0.8738
H 0.1485 2.3322 1.9848
H 1.6583 -0.7325 0.4653
H 2.1906 0.7771 1.4995
H 3.4241 0.3130 -0.8295
H 2.7356 1.9288 -0.4191
H 1.8524 1.0331 -1.4745
H 0.0713 -0.4595 -1.1942
H -1.3597 0.4931 -1.0471
H -1.7235 -0.9372 1.1977
H -0.9876 -2.2182 0.1368
H -3.4348 -1.3050 -0.0236
H -2.7382 -1.7517 -1.4037
```

Properties
Kohn-Sham gap   11.4 eV
SMILES   C=C(CC)[NH2+]CN
HOMO   -0.525 Eh
LUMO level   -2.919 eV
Total charge   +1


Run x
The ion C5H13N2 with charge +1, computed with ωB97M-V/def2-TZVPD.

Structure (XYZ):
```
20
Properties=species:S:1:pos:R:3
C -0.5291 1.2518 2.8671
C -0.8657 1.2362 1.5872
C -0.8888 -0.0096 0.7449
C 0.0714 0.0606 -0.4363
N 1.4232 -0.5110 -0.0738
C -0.3976 -0.7893 -1.6008
N 0.6026 -0.6642 -2.6656
H -0.2584 0.3656 3.4352
H -0.5036 2.0842 3.5567
H -1.1432 2.1934 1.1617
H -1.9151 -0.2612 0.4627
H -0.5564 -0.8191 1.4075
H 0.1892 1.0894 -0.7689
H 2.1551 0.2171 -0.0110
H 1.3884 -0.9578 0.8344
H 1.7343 -1.0523 -0.8848
H -1.4119 -0.5268 -1.8896
H -0.3371 -1.8407 -1.3219
H 0.7622 0.2741 -3.0058
H 0.4803 -1.3402 -3.3989
```

Properties
Kohn-Sham gap   10.5 eV
SMILES   C=CC[C@@H]([NH3+])CN
HOMO   -0.502 Eh
LUMO level   -3.179 eV
Total charge   +1


Run y
The ion C5H13N2 with charge +1, computed with ωB97M-V/def2-TZVPD.

Structure (XYZ):
```
20
Properties=species:S:1:pos:R:3
C -0.2838 -0.9371 2.1537
C -0.0054 -0.4074 0.9551
C -0.0753 -1.2205 -0.3027
C -0.3613 -0.4775 -1.6146
N -1.3924 0.4635 -1.2859
N 0.2466 1.0762 0.6113
C 1.8001 1.3232 0.3101
H -0.6898 -0.5019 2.9687
H -0.3921 -1.9470 2.3792
H 0.7223 -1.9086 -0.4745
H -0.9176 -1.9622 -0.3725
H 0.4650 -0.0266 -2.0428
H -0.8835 -1.1993 -2.2149
H -2.2693 0.1146 -0.9062
H -1.5045 0.8655 -2.2066
H -0.1442 1.6495 1.3822
H -0.5991 1.0873 -0.1937
H 2.1758 1.8573 1.2306
H 2.2499 0.2952 0.3353
H 1.8588 1.8558 -0.7118
```

Properties
Kohn-Sham gap   11.0 eV
SMILES   C=C(CCN)[NH2+]C
HOMO   -0.509 Eh
LUMO level   -2.821 eV
Total charge   +1


Run z
A cluster of 2 separate species, C5H13N2 in total, computed with ωB97M-V/def2-TZVPD.

Structure (XYZ):
```
20
Properties=species:S:1:pos:R:3
C -0.1145 1.6937 -0.3189
C -1.3099 0.9059 -0.7829
C -1.2826 0.0312 -1.7925
N -2.5061 1.1835 -0.1163
H 0.2434 1.3556 0.6616
H -0.3655 2.7464 -0.2145
H 0.7059 1.6019 -1.0268
H -2.1919 -0.4813 -2.0746
H -0.3766 -0.3435 -2.2472
H -2.4289 1.9305 0.5577
H -3.3137 1.3222 -0.7061
C 1.2309 -1.4499 1.4049
C 2.4749 -1.2470 1.7753
N 0.8113 -1.3058 -0.0039
H 0.4225 -1.7311 2.0625
H 2.7441 -1.3692 2.8168
H 3.2402 -0.9558 1.0723
H -0.1554 -0.8981 -0.0630
H 1.4418 -0.7529 -0.5826
H 0.7301 -2.2364 -0.4222
```

Properties
Kohn-Sham gap   9.0 eV
HOMO   -0.451 Eh
LUMO level   -3.235 eV
Total charge   +1


Which one sits at the top of the stability order? run x does.


Run w
The ion C3H6NO2S with charge -1, computed with ωB97M-V/def2-TZVPD.

Structure (XYZ):
```
13
Properties=species:S:1:pos:R:3
C 0.1329 0.8216 -0.9642
C 0.6697 -0.3716 -0.2293
C 1.7051 -0.3408 0.8332
N -0.6825 0.7301 0.2448
O -3.2829 0.3465 0.8835
O -2.2105 -1.3761 -0.3479
S -2.4068 0.0586 -0.2746
H 0.5517 1.8274 -1.0354
H -0.5906 0.6572 -1.9041
H 0.2479 -1.4102 -0.3935
H 2.4295 -1.0188 0.4480
H 1.3558 -0.6039 1.7365
H 2.0806 0.6801 1.0028
```

Properties
Kohn-Sham gap   7.5 eV
HOMO   -0.125 Eh
LUMO level   4.049 eV
Total charge   -1


Run x
The ion C3H6NO2S with charge -1, computed with ωB97M-V/def2-TZVPD.

Structure (XYZ):
```
13
Properties=species:S:1:pos:R:3
O 0.1657 2.8915 -0.7618
C 0.3490 2.0132 0.0687
C -0.3853 0.8256 0.2177
C -0.1361 -0.1609 1.2297
S 0.8053 -1.8049 0.4653
N 0.5622 -1.4210 -1.1189
O -0.8005 -1.8361 -1.5401
H 1.1845 2.3296 0.8476
H -1.1560 0.6861 -0.5848
H 0.6017 0.1552 1.9022
H -0.9916 -0.4913 1.6500
H 0.3465 -0.4407 -1.0815
H -0.5455 -2.7463 -1.2942
```

Properties
Kohn-Sham gap   6.6 eV
SMILES   [O-]/C=C/CSNO
HOMO   -0.113 Eh
LUMO level   3.521 eV
Total charge   -1


Run y
A structure of composition C3H6NO2S, computed with ωB97M-V/def2-TZVPD.

Structure (XYZ):
```
13
Properties=species:S:1:pos:R:3
C -2.3869 0.8403 -0.0029
C -1.1853 0.3142 -0.1040
C 0.3994 1.0832 -0.9928
N 0.9445 -1.3946 0.7242
O 2.5199 -0.4309 -1.0029
O 2.1983 0.9082 1.0348
S 1.5682 0.1527 -0.0501
H -3.1175 0.0565 0.1109
H -2.6993 1.8475 -0.3100
H -0.9021 -0.6581 0.0814
H 0.1076 0.3325 -1.7921
H 0.8571 -0.9887 1.6674
H 1.6961 -2.0627 0.6361
```

Properties
Kohn-Sham gap   8.0 eV
HOMO   -0.152 Eh
LUMO level   3.870 eV
Total charge   -1


Run z
The ion C3H6NO2S with charge -1, computed with ωB97M-V/def2-TZVPD.

Structure (XYZ):
```
13
Properties=species:S:1:pos:R:3
C 0.9223 0.3828 -0.6626
C -0.2679 0.9846 0.1307
C -0.6191 -1.7133 0.2052
N 1.7811 -0.2877 0.2264
O 2.6441 -1.0319 -0.3264
O -2.2989 -0.1480 -1.0895
S -1.6611 -0.3886 0.2226
H 0.4819 -0.2106 -1.5761
H 1.4790 1.1851 -1.2700
H -0.0152 1.2589 1.0719
H -0.7742 1.7936 -0.5106
H -0.5462 -2.4891 -0.6819
H -0.7452 -2.3067 1.1337
```

Properties
Kohn-Sham gap (spin up / spin down)   6.2 / 6.2 eV
HOMO (spin up / spin down)   -0.088 / -0.088 Eh
LUMO level (spin up / spin down)   3.828 / 3.828 eV
Total charge   -1


Which one sits at the top of the stability order? run w does.


Run w
The ion C3H8N3O with charge +1, computed with ωB97M-V/def2-TZVPD.

Structure (XYZ):
```
15
Properties=species:S:1:pos:R:3
C 1.0597 0.0891 -0.0218
C -1.3804 -0.0014 -0.5579
C 2.6116 0.1513 0.1745
N 0.3489 1.1530 0.0829
N -0.6532 -1.1545 -0.6881
N -2.0470 0.3995 0.6950
O 0.5832 -1.1879 -0.2124
H -1.9542 0.3606 -1.4178
H 3.1071 -0.5788 -0.5856
H 3.0156 -0.1313 1.1767
H 2.8432 1.1513 -0.0830
H -0.7892 -1.4812 -1.6849
H -2.3431 1.3109 0.8097
H -1.4021 0.1067 1.4614
H -3.0001 -0.1872 0.8512
```

Properties
Kohn-Sham gap (spin up / spin down)   9.3 / 9.3 eV
HOMO (spin up / spin down)   -0.505 / -0.505 Eh
LUMO level (spin up / spin down)   -4.429 / -4.429 eV
Total charge   +1


Run x
The ion C3H8N3O with charge +1, computed with ωB97M-V/def2-TZVPD.

Structure (XYZ):
```
15
Properties=species:S:1:pos:R:3
N 2.7646 -0.6015 -0.0407
C 1.6235 0.0474 -0.0490
O 1.4080 1.3270 0.0664
N 0.3772 -0.4948 -0.2498
N -0.6796 0.3676 -0.1756
C -1.8333 0.2466 0.7175
C -2.0522 0.1443 -0.6752
H 2.6917 -1.6181 0.1648
H 3.5990 -0.0777 0.1533
H 0.2679 1.3532 0.0697
H 0.3563 -1.5534 -0.3408
H -2.1971 1.2455 1.1202
H -1.8211 -0.6104 1.4361
H -2.1216 -0.8119 -1.1570
H -2.3832 1.0362 -1.0401
```

Properties
Kohn-Sham gap   11.5 eV
SMILES   N/C(O)=[NH+]/N1CC1
HOMO   -0.541 Eh
LUMO level   -3.174 eV
Total charge   +1


Which one sits at the top of the stability order? run x does.


Run w
A cluster of 2 separate species, C3H8N3O in total, computed with ωB97M-V/def2-TZVPD.

Structure (XYZ):
```
15
Properties=species:S:1:pos:R:3
C -1.2486 -0.5202 1.5461
C 0.3238 0.9709 0.3146
C -0.6930 1.2840 -0.7619
N -0.3423 0.1402 1.1840
N -1.9560 -1.4767 2.1002
N 2.0621 -0.2994 -1.6904
O -1.7966 0.8134 -0.8218
H 0.9857 0.2647 -0.3146
H 0.8368 1.8703 0.7802
H -0.3859 1.9979 -1.5183
H -1.3620 -2.3074 2.1174
H -2.8423 -1.4811 2.6680
H 3.0061 0.0314 -1.8627
H 1.4412 -0.0464 -2.4722
H 1.9709 -1.2419 -1.2685
```

Properties
Kohn-Sham gap   9.8 eV
HOMO   -0.501 Eh
LUMO level   -3.875 eV
Total charge   +1


Run x
A structure of composition C3H8N3O, computed with ωB97M-V/def2-TZVPD.

Structure (XYZ):
```
15
Properties=species:S:1:pos:R:3
C 0.2871 0.1959 1.0952
C 0.4279 1.6683 0.4983
C -0.6821 -0.3252 0.0451
N -0.3640 1.7309 -0.6446
N -1.0117 0.6900 -0.8232
N 0.6010 -1.2333 -1.1166
O -1.4286 -1.3375 0.3179
H 1.2351 -0.4789 0.9652
H -0.2908 0.0768 2.0001
H -0.0923 2.4218 1.1164
H 1.3778 2.2109 0.5511
H 1.5098 -0.8017 -1.0640
H 0.1827 -1.2341 -2.0117
H 0.5243 -2.1241 -0.6882
H -2.2764 -1.4600 -0.2410
```

Properties
Kohn-Sham gap   9.6 eV
HOMO   -0.542 Eh
LUMO level   -5.121 eV
Total charge   +1


Run y
A cluster of 2 separate species, C3H8N3O in total, computed with ωB97M-V/def2-TZVPD.

Structure (XYZ):
```
15
Properties=species:S:1:pos:R:3
C 0.5442 1.1173 0.7772
C -0.0119 -1.5203 -0.2671
C -1.2665 0.2219 -0.5111
N 1.6386 1.8037 0.9283
N -0.6210 -2.6224 -0.6643
N -0.2888 1.2282 -0.2652
O 1.0836 -1.1771 0.0897
H 0.4515 0.2836 1.4468
H -1.8977 -0.0499 0.3436
H -1.6659 0.1499 -1.5489
H 2.2779 1.7346 1.6659
H 1.5870 2.7901 0.7709
H -1.4528 -2.4222 -1.1600
H -0.1717 -3.5377 -0.5937
H -0.2068 2.0003 -1.0124
```

Properties
Kohn-Sham gap   9.4 eV
HOMO   -0.472 Eh
LUMO level   -3.480 eV
Total charge   +1


Which one sits at the top of the stability order? run y does.